Entry 1:
Density functional theory data (wB97M-V/def2-TZVPD) for a structure of composition C22H21Cl2FeN3S2.

XYZ file:
```
51
C22H21Cl2FeN3S2 (wB97M-V/def2-TZVPD)
Fe -0.4537 -0.1337 0.0307
C 1.1730 -0.3191 -2.6668
N 1.5289 -0.4507 -1.2471
C 2.3281 0.7046 -0.7925
C 2.3373 0.7903 0.7250
N 1.0406 1.2851 1.2288
C 0.8858 0.9948 2.6608
C 0.9130 2.7064 0.9374
C 1.6635 3.6287 1.6597
C 1.5914 4.9842 1.3920
C 0.7552 5.4209 0.3696
C 0.0153 4.5115 -0.3577
C 0.0694 3.1312 -0.0984
S -0.9156 2.0354 -1.0254
C 2.2511 -1.6851 -0.9709
C 3.3597 -2.0219 -1.7414
C 4.0887 -3.1712 -1.4916
C 3.7014 -3.9935 -0.4388
C 2.6094 -3.6610 0.3361
C 1.8518 -2.5016 0.0965
S 0.4626 -2.1536 1.0865
H 2.0533 -0.2246 -3.3133
H 0.5509 0.5674 -2.7846
H 0.6053 -1.1983 -2.9696
H 1.8814 1.6079 -1.2113
H 3.3566 0.6246 -1.1669
H 3.1491 1.4509 1.0552
H 2.5079 -0.1997 1.1512
H 1.6870 1.4335 3.2671
H 0.8920 -0.0861 2.7952
H -0.0705 1.3930 2.9987
H 2.3204 3.2795 2.4474
H 2.1778 5.6875 1.9693
H 0.6804 6.4776 0.1409
H -0.6379 4.8498 -1.1520
H 3.6609 -1.3707 -2.5531
H 4.9442 -3.4204 -2.1063
H 4.2550 -4.9000 -0.2236
H 2.3049 -4.3016 1.1540
Cl -3.2429 -1.3379 2.7557
C -4.0952 -1.4486 1.2415
C -5.4010 -1.8861 1.2427
C -6.1098 -1.9796 0.0500
C -5.4782 -1.6316 -1.1389
C -4.1678 -1.2087 -1.1293
Cl -3.4084 -0.7854 -2.6376
C -3.3874 -1.0843 0.0580
N -2.1405 -0.6731 0.0583
H -5.8632 -2.1491 2.1852
H -7.1372 -2.3174 0.0470
H -6.0013 -1.6919 -2.0844
```

Energy above the lowest of the compared OMol25 structures with the same formula, charge and spin ... 0.10 kcal/mol
Largest force on an atom ... 0.36 eV/Å
Charge ... -1
Spin multiplicity ... 6
Highest occupied orbital energy (spin up / spin down) ... -3.870 / -3.816 eV
M ... 518.3 g/mol
LUMO (spin up / spin down) ... 2.815 / 2.804 eV
HOMO-LUMO gap (spin up / spin down) ... 6.686 / 6.620 eV



Entry 2:
Density functional theory data (wB97M-V/def2-TZVPD) for an isolated molecule of C4H9NO2 in a non-equilibrium geometry.

XYZ file:
```
16
C4H9NO2 (wB97M-V/def2-TZVPD)
C 1.0029 -1.5579 -0.1363
C 0.0342 -0.4692 0.3162
C 0.7218 0.5516 1.2241
O -0.1556 1.5807 1.6210
N -0.4383 0.2221 -0.8347
C -1.6323 0.5328 -1.1357
O -1.6425 1.1758 -2.3025
H 0.4970 -2.2748 -0.7906
H 1.4046 -2.0946 0.7274
H 1.8389 -1.1241 -0.6996
H -0.8105 -0.9031 0.8631
H 1.0516 0.0477 2.1359
H 1.6121 0.9563 0.7141
H -0.3848 2.0776 0.8241
H -0.6204 1.0399 -2.3003
H -2.5753 0.3533 -0.6098
```

Energy above the lowest of the compared OMol25 structures with the same formula, charge and spin ... 47.14 kcal/mol
Largest force on an atom ... 2.13 eV/Å
SMILES string ... C[C@@H](CO)/N=C/O
Highest occupied orbital energy ... -9.838 eV
M ... 103.1 g/mol
LUMO ... 1.007 eV
HOMO-LUMO gap ... 10.845 eV



Entry 3:
Density functional theory data (wB97M-V/def2-TZVPD) for a structure of composition C3H4O3Rh in a non-equilibrium geometry.

XYZ file:
```
11
C3H4O3Rh (wB97M-V/def2-TZVPD)
H 2.6888 -0.7049 -0.7366
Rh 2.3983 0.8299 0.9462
O -0.8156 -1.1391 -0.3908
C -1.2564 0.0626 0.0817
C 0.5732 -1.4396 -0.1192
O -2.4068 0.0974 0.5336
O -0.4111 1.0052 -0.0127
C 1.4362 -0.2792 -0.5277
H 0.8042 -2.3442 -0.6984
H 0.6206 -1.6858 0.9516
H 1.3678 0.2166 -1.5071
```

Energy above the lowest of the compared OMol25 structures with the same formula, charge and spin ... 19.56 kcal/mol
Largest force on an atom ... 4.82 eV/Å
Spin multiplicity ... 6
Highest occupied orbital energy (spin up / spin down) ... -6.538 / -10.488 eV
M ... 191.0 g/mol
LUMO (spin up / spin down) ... 0.324 / -4.088 eV
HOMO-LUMO gap (spin up / spin down) ... 6.862 / 6.400 eV



Entry 4:
Density functional theory data (wB97M-V/def2-TZVPD) for a cluster of 4 separate species, C22H43Cl6FIN4O in total in a non-equilibrium geometry.

XYZ file:
```
78
C22H43Cl6FIN4O (wB97M-V/def2-TZVPD)
C -4.9835 1.5874 1.6837
O -5.1743 0.1481 1.6222
C -4.3012 -0.4776 2.5935
C -2.7575 -0.4554 2.1304
C -2.6094 -1.3416 0.8019
C -1.2722 -2.2558 0.8011
C 0.0215 -1.3226 0.7563
C 1.4069 -2.1320 0.6084
C 2.5746 -1.0240 0.3795
C 3.7152 -1.6706 -0.5578
C 3.2166 -1.6518 -2.0774
C 3.8222 -0.4827 -2.9747
N 3.0262 0.7767 -2.9958
C 1.9992 1.1556 -4.0038
C 0.9384 0.0121 -4.3536
C -0.5338 0.6561 -4.1387
I -2.0973 -0.7538 -4.7435
C 3.3059 1.6714 -2.0361
N 2.7445 2.9747 -1.7936
C 3.3225 3.6518 -0.6690
N 4.2939 2.7112 -0.2157
F 5.0952 2.9793 0.8324
N 4.2676 1.5850 -0.9730
H -4.5080 1.9371 2.6563
H -4.3654 1.9703 0.7938
H -6.0118 2.0966 1.6201
H -4.3799 0.0215 3.6204
H -4.6386 -1.5602 2.7538
H -2.1493 -0.9745 2.9521
H -2.3772 0.6134 1.9523
H -3.4986 -2.0702 0.7949
H -2.6658 -0.7054 -0.1515
H -1.2168 -2.9054 1.7319
H -1.3058 -2.8447 -0.1755
H 0.1280 -0.6934 1.7020
H -0.0817 -0.6227 -0.1417
H 1.6517 -2.6870 1.5846
H 1.3676 -2.8857 -0.2531
H 3.0141 -0.7067 1.3779
H 2.0775 -0.1728 -0.1988
H 4.7581 -1.2511 -0.3846
H 3.7688 -2.7785 -0.2527
H 2.0848 -1.7149 -2.0648
H 3.5796 -2.6375 -2.5474
H 4.8952 -0.2605 -2.6213
H 3.9433 -0.8166 -4.0653
H 2.5700 1.3765 -4.9788
H 1.4216 2.1011 -3.7652
H 0.9975 -0.3042 -5.4386
H 0.9721 -0.9017 -3.6840
H -0.7049 1.0174 -3.0760
H -0.6086 1.5408 -4.8482
H 3.0521 4.6771 -0.2819
H 4.9213 0.8175 -0.7867
Cl 0.1138 4.6870 -6.5944
C 1.7771 4.1271 -6.8947
C 1.8316 3.0250 -7.9329
Cl 1.1012 1.5094 -7.3424
H 2.2023 3.8035 -5.9433
H 2.3438 4.9916 -7.2444
H 2.8705 2.8001 -8.1798
H 1.3175 3.3117 -8.8510
Cl 0.1453 1.1537 3.9113
C -0.2199 1.0110 5.6497
C 0.1569 -0.3475 6.2045
Cl -0.8844 -1.6495 5.5726
H -1.2806 1.2224 5.7916
H 0.3532 1.7889 6.1571
H 0.0387 -0.3491 7.2894
H 1.1925 -0.6013 5.9739
Cl -3.1978 -3.5963 4.9234
C -4.2720 -3.2488 6.3017
C -5.7337 -3.2219 5.9021
Cl -6.1236 -1.8308 4.8599
H -3.9582 -2.3013 6.7424
H -4.1066 -4.0378 7.0373
H -6.3576 -3.1338 6.7931
H -6.0224 -4.1304 5.3720
```

Largest force on an atom ... 6.85 eV/Å
Charge ... +1
Highest occupied orbital energy ... -10.786 eV
M ... 738.2 g/mol
LUMO ... -3.481 eV
HOMO-LUMO gap ... 7.306 eV



Entry 5:
Density functional theory data (wB97M-V/def2-TZVPD) for a structure of composition C36H26F6N5O4S5Ti in a non-equilibrium geometry.

XYZ file:
```
83
C36H26F6N5O4S5Ti (wB97M-V/def2-TZVPD)
Ti -0.2731 0.0413 -0.6229
O -1.7640 1.4325 -0.7919
C -1.5954 2.6998 -0.9405
C -2.5109 3.4430 -1.7298
C -2.3476 4.7881 -1.9623
C -1.2738 5.4895 -1.4027
C -0.3983 4.8041 -0.5835
C -0.5440 3.4389 -0.3263
C 0.3066 2.7890 0.6613
N 0.5775 1.5031 0.7732
C 1.2873 1.3299 1.9383
C 1.4608 2.5298 2.5386
N 0.8493 3.4515 1.7121
H -3.3298 2.8898 -2.1713
H -3.0562 5.3078 -2.5977
H -1.1294 6.5424 -1.6065
H 0.4438 5.3345 -0.1476
H 1.6290 0.3584 2.2500
H 1.9640 2.8097 3.4453
H 0.6811 4.4197 1.9159
O -1.8456 1.5236 2.1473
S -2.1273 0.1203 2.2912
O -3.5129 -0.2517 2.4657
N -1.3923 -0.7464 1.1544
C -1.9778 -1.9948 0.8774
C -2.4923 -2.8635 1.8143
C -3.1628 -4.0411 1.4359
C -3.3423 -4.3653 0.1230
C -2.7896 -3.5303 -0.8722
C -2.9189 -3.7958 -2.2512
C -2.2976 -2.9908 -3.1560
C -1.5311 -1.9136 -2.6876
N -1.4379 -1.6002 -1.4151
C -2.0642 -2.3829 -0.4911
C -1.3138 -0.3340 3.8188
C -0.2453 -1.2131 3.8305
C 0.3844 -1.5113 5.0332
C -0.0590 -0.9339 6.2129
C -1.1352 -0.0509 6.1932
C -1.7632 0.2518 4.9964
H -2.4273 -2.6188 2.8652
H -3.5540 -4.6861 2.2135
H -3.8693 -5.2632 -0.1742
H -3.4739 -4.6714 -2.5663
H -2.3281 -3.1917 -4.2173
H -0.9726 -1.3009 -3.3774
H 0.1128 -1.6474 2.9047
H 1.2267 -2.1919 5.0299
H 0.4321 -1.1662 7.1503
H -1.4809 0.4037 7.1138
H -2.5964 0.9414 4.9622
S 2.5841 -5.6020 -3.1209
C 1.6742 -4.7879 -1.9633
S 0.0673 -5.0470 -1.5655
S 2.6658 -3.6313 -1.0607
S 2.3360 -2.7078 1.7304
C 1.5325 -2.6531 0.0394
N 1.4650 -1.2713 -0.3120
C 2.6283 -0.6747 0.1270
C 3.2032 0.4933 -0.3761
C 4.3200 1.0448 0.2388
C 4.8965 0.4496 1.3536
C 4.3528 -0.7318 1.8589
C 3.2463 -1.2834 1.2463
H 0.5734 -3.1689 0.0581
H 2.7497 0.9651 -1.2381
H 4.7494 1.9547 -0.1656
H 5.7709 0.8873 1.8198
H 4.7937 -1.2153 2.7229
C 1.3958 2.6297 -3.3859
C 0.7238 1.2556 -3.5017
O 0.4621 0.7435 -2.2798
C -0.5969 1.4023 -4.3719
F -1.6851 1.0794 -3.6800
F -0.6056 0.6283 -5.4827
F -0.7795 2.6651 -4.8147
C 1.7016 0.2997 -4.2347
F 2.0156 0.7537 -5.4778
F 1.2152 -0.9357 -4.3719
F 2.8544 0.2075 -3.5593
H 0.7081 3.3095 -2.8845
H 1.6734 3.0402 -4.3561
H 2.2863 2.5146 -2.7692
```

Energy above the lowest of the compared OMol25 structures with the same formula, charge and spin ... 5.69 kcal/mol
Largest force on an atom ... 1.17 eV/Å
Charge ... -2
Spin multiplicity ... 2
Highest occupied orbital energy (spin up / spin down) ... -1.677 / -1.680 eV
M ... 914.8 g/mol
LUMO (spin up / spin down) ... 4.020 / 4.020 eV
HOMO-LUMO gap (spin up / spin down) ... 5.697 / 5.700 eV